DFT (wB97M-V/def2-TZVPD) results for a molecular structure, C33H64BN6OP2Re in a non-equilibrium geometry.

Results
Molecular weight = 819.9 g/mol
LUMO energy (spin up / spin down) = -9.0 / -10.3 eV
Orbital gap (spin up / spin down) = 8.0 / 6.5 eV
Calculated total energy = -67611.8618 eV
Highest occupied orbital energy (spin up / spin down) = -16.952 / -16.877 eV

Structure (ORCA input):
```
! RIJCOSX wB97M-V def2-TZVPD def2/J DEFGRID3
* xyz 3 4
Re 10.01423 13.61316 9.84301
C 11.81067 15.75126 9.84445
C 13.16119 15.15209 9.41972
C 14.31362 15.94159 10.00164
C 13.14921 13.71067 9.91371
C 14.19862 12.89126 10.32212
C 13.63015 11.72284 10.77766
C 14.31246 10.46562 11.28775
C 15.35897 10.84992 12.34621
C 14.96058 9.71941 10.09961
N 12.29361 11.83354 10.68906
N 11.98896 13.02556 10.11355
B 11.10576 11.15225 11.37618
N 10.03558 10.77098 10.30906
N 9.11364 11.78075 9.93589
C 8.01364 11.11538 9.38289
C 8.33466 9.78309 9.32193
C 9.58193 9.60138 9.90969
C 10.17744 8.19102 10.04270
C 9.32896 7.33879 10.98937
C 11.63543 8.03879 10.32104
C 6.57037 11.54306 9.10387
C 6.10722 12.97413 9.41009
C 6.09862 11.14162 7.70405
N 10.52415 12.16500 12.39655
N 10.04062 13.41121 12.00652
C 9.75677 14.08117 13.17575
C 10.04809 13.25399 14.22237
C 10.53534 12.07473 13.74420
C 10.92301 10.88213 14.57469
C 10.16895 9.57085 14.20861
C 12.41315 10.66232 14.59566
C 9.25686 15.49624 13.49026
C 8.22167 16.03812 12.50900
C 10.41002 16.48833 13.77958
H 11.73715 16.83669 9.71845
H 10.98535 15.41828 9.20437
H 11.59689 15.55414 10.90910
H 13.29180 15.13851 8.31843
H 14.26358 15.87865 11.11079
H 15.24331 15.50768 9.67752
H 14.29499 16.96009 9.62716
H 15.24334 13.12972 10.37232
H 13.57262 9.83266 11.76871
H 16.15829 11.47245 11.90766
H 14.95308 11.40117 13.19994
H 15.83357 9.92384 12.70852
H 15.79763 10.28015 9.71668
H 15.34888 8.75621 10.47354
H 14.25134 9.56279 9.29952
H 11.40669 10.16292 11.91709
H 7.68820 9.00521 8.96086
H 10.05809 7.76202 9.00310
H 9.23320 7.84058 11.97331
H 8.28995 7.18771 10.60490
H 9.81018 6.37243 11.13879
H 11.87710 8.19807 11.36986
H 11.93460 7.02866 10.09283
H 12.19362 8.72657 9.68684
H 6.06150 10.87975 9.77815
H 6.44914 13.68261 8.65755
H 5.00916 12.97542 9.47688
H 6.46400 13.29729 10.38313
H 6.61282 11.65518 6.90086
H 6.22231 10.05626 7.51982
H 5.05154 11.43340 7.66714
H 9.92540 13.47280 15.27537
H 10.61708 11.16301 15.58094
H 10.63962 8.99977 13.41369
H 10.09904 8.94742 15.10202
H 9.15917 9.82815 13.88388
H 12.75248 10.32229 13.63174
H 12.98062 11.52293 14.90415
H 12.58590 9.86961 15.35279
H 8.72521 15.34944 14.43444
H 8.66508 16.23294 11.53178
H 7.39545 15.36694 12.41141
H 7.85958 17.00025 12.88991
H 10.98354 16.75275 12.87921
H 9.95665 17.38911 14.20363
H 11.09528 16.05799 14.50774
C 9.07230 12.49673 6.51020
P 10.50035 13.24569 7.32385
C 11.03617 14.65283 6.27642
C 11.81057 12.00758 7.19926
H 9.23459 12.42381 5.43951
H 8.18680 13.09885 6.76296
H 8.94105 11.51986 6.95812
H 11.75755 14.30293 5.54707
H 11.47120 15.47252 6.85634
H 10.17776 15.01590 5.70158
H 12.00609 11.79210 6.17525
H 11.43739 11.08608 7.67749
H 12.75080 12.31817 7.68269
C 6.28129 16.55629 9.97744
P 7.75786 16.11407 9.04134
C 8.82017 17.52950 9.05511
C 7.26682 16.03518 7.34268
O 8.42234 14.83180 9.50513
H 5.47646 16.95717 9.35392
H 6.50342 17.28239 10.76216
H 5.91014 15.62424 10.47082
H 8.22805 18.39534 8.75899
H 9.63545 17.37877 8.36761
H 9.22663 17.69442 10.05260
H 6.89488 16.98289 6.95997
H 6.44371 15.28462 7.19236
H 8.12963 15.71516 6.75534
*
```

Results of the Mulliken charge analysis, in e, for atoms 1 through 99: atom 1 (Re): 0.77, atom 2 (C): -0.70, atom 3 (C): 1.04, atom 4 (C): -1.66, atom 5 (C): -0.58, atom 6 (C): -0.85, atom 7 (C): -0.26, atom 8 (C): 1.42, atom 9 (C): -1.57, atom 10 (C): -1.67, atom 11 (N): 1.25, atom 12 (N): 0.56, atom 13 (B): 1.06, atom 14 (N): 0.39, atom 15 (N): 0.33, atom 16 (C): -0.51, atom 17 (C): -0.90, atom 18 (C): -0.17, atom 19 (C): 0.54, atom 20 (C): -1.33, atom 21 (C): -1.38, atom 22 (C): 0.40, atom 23 (C): -1.38, atom 24 (C): -1.49, atom 25 (N): 0.91, atom 26 (N): -0.09, atom 27 (C): -0.50, atom 28 (C): -1.00, atom 29 (C): -0.02, atom 30 (C): 0.01, atom 31 (C): -1.38, atom 32 (C): -1.27, atom 33 (C): -0.04, atom 34 (C): -1.26, atom 35 (C): -1.32, atom 36 (H): 0.90, atom 37 (H): -0.61, atom 38 (H): 0.08, atom 39 (H): 0.25, atom 40 (H): 0.36, atom 41 (H): 0.44, atom 42 (H): 0.46, atom 43 (H): 0.63, atom 44 (H): -0.51, atom 45 (H): 0.44, atom 46 (H): 0.26, atom 47 (H): 0.44, atom 48 (H): 0.40, atom 49 (H): 0.43, atom 50 (H): 0.36, atom 51 (H): -0.85, atom 52 (H): 0.72, atom 53 (H): 0.51, atom 54 (H): 0.21, atom 55 (H): 0.39, atom 56 (H): 0.45, atom 57 (H): 0.07, atom 58 (H): 0.55, atom 59 (H): 0.06, atom 60 (H): 0.61, atom 61 (H): -0.07, atom 62 (H): 0.55, atom 63 (H): 0.32, atom 64 (H): 0.30, atom 65 (H): 0.41, atom 66 (H): 0.46, atom 67 (H): 0.68, atom 68 (H): 0.81, atom 69 (H): 0.09, atom 70 (H): 0.53, atom 71 (H): 0.32, atom 72 (H): 0.03, atom 73 (H): 0.42, atom 74 (H): 0.46, atom 75 (H): 0.62, atom 76 (H): -0.41, atom 77 (H): 0.54, atom 78 (H): 0.48, atom 79 (H): 0.21, atom 80 (H): 0.42, atom 81 (H): 0.43, atom 82 (C): -1.15, atom 83 (P): 1.35, atom 84 (C): -1.48, atom 85 (C): -1.36, atom 86 (H): 0.61, atom 87 (H): 0.16, atom 88 (H): 0.34, atom 89 (H): 0.50, atom 90 (H): 0.28, atom 91 (H): 0.51, atom 92 (H): 0.72, atom 93 (H): 0.16, atom 94 (H): 0.31, atom 95 (C): -1.23, atom 96 (P): 0.92, atom 97 (C): -1.34, atom 98 (C): -0.83, atom 99 (O): -0.89